{"formula": "C5H11NS2", "method": "ωB97M-V with the def2-TZVPD basis set", "charge": 0, "smiles": "NCC1[C@@H](S)C[C@@H]1S", "de_lowest_ev": 3.3173, "lumo_ev": 0.66, "multiplicity": 1, "homo_energy_ha": -0.315, "species": ["N", "C", "C", "C", "S", "C", "C", "S", "H", "H", "H", "H", "H", "H", "H", "H", "H", "H", "H"], "positions_angstrom": [[-1.007, 1.969, -0.751], [-0.368, 1.530, 0.637], [0.137, 0.125, 0.670], [-0.809, -1.116, 0.651], [-2.378, -1.127, -0.186], [0.273, -1.902, -0.221], [0.912, -0.563, -0.442], [2.647, -0.326, -0.093], [-1.104, 3.172, -0.619], [-0.201, 1.678, -1.467], [-1.043, 1.846, 1.479], [0.600, 2.084, 0.856], [0.815, 0.277, 1.512], [-0.849, -1.518, 1.699], [-2.387, 0.220, -0.711], [1.024, -2.422, 0.427], [-0.005, -2.362, -1.259], [0.588, -0.036, -1.336], [3.154, -1.527, -0.847]], "mulliken_charge": [-0.640, -0.773, -0.528, -0.133, -0.307, -0.721, 0.035, -0.277, 0.297, 0.249, 0.296, 0.368, 0.601, 0.316, 0.212, 0.299, 0.302, 0.266, 0.140]}